Density functional theory data (ωB97M-V/def2-TZVPD) for a 2-piece molecular cluster, C3H10NS3 overall in a non-equilibrium geometry.

The geometry in XYZ format:
```
17
Properties=species:S:1:pos:R:3:forces:R:3:nbo_charge:R:1
C 0.13623 0.62063 2.32809 0.897 1.674 -3.698 -0.590
C -0.06693 1.26145 0.89376 0.152 -2.173 -0.342 -0.580
C 1.03593 0.89301 -0.02739 -2.403 0.016 1.391 0.138
N -0.25766 -0.93356 -1.39539 -0.890 -0.009 0.495 -0.884
S -1.92301 -0.70718 -0.78816 1.245 -2.496 1.613 0.340
S 0.45056 -2.28043 -0.49143 1.773 0.637 -0.315 0.204
S -0.19569 -1.11927 -3.11792 -0.419 -0.899 -0.513 0.231
H -0.66859 0.56546 2.96623 -2.028 0.122 1.085 0.236
H 0.41748 -0.34125 1.98212 1.034 -1.133 0.965 0.214
H 0.84337 1.35104 2.65319 1.106 -0.578 1.273 0.230
H -0.33122 2.29926 0.89195 -0.023 0.888 -0.427 0.293
H -1.11068 0.81965 0.43621 1.647 0.173 0.035 0.314
H 1.06771 1.31052 -1.00540 0.298 0.563 -0.538 0.212
H 1.85137 0.20899 0.27164 -0.661 0.377 -0.098 0.220
H -2.18673 0.28128 -1.51920 -0.486 2.105 -1.847 0.123
H 1.80870 -1.86755 -0.75852 -1.960 -0.686 0.368 0.151
H -0.87083 -2.36206 -3.31979 0.720 1.419 0.554 0.148
```
Positions in Å, forces in eV/Å.

- E_tot: -37256.9814 eV
- Energy above the lowest of the compared OMol25 structures with the same formula, charge and spin: 390.2 kJ/mol
- HOMO level (spin up / spin down): -13.244 / -13.244 eV
- Total charge: +1